Formula: C4H12NO
Source: the OMol25 dataset
Level of theory: the ωB97M-V functional and the def2-TZVPD basis

```
18
C4H12NO | the OMol25 dataset | the ωB97M-V functional and the def2-TZVPD basis
C -1.602 -0.360 -0.843
C -0.409 0.531 -0.498
C 0.921 -0.206 -0.470
C 1.020 -1.301 0.608
O 1.861 0.814 -0.069
N -0.611 1.218 0.895
H -2.439 0.294 -1.039
H -1.280 -0.999 -1.668
H -1.945 -0.982 -0.017
H -0.474 1.411 -1.131
H 1.059 -0.688 -1.441
H 2.083 -1.328 0.837
H 0.444 -1.115 1.514
H 0.729 -2.296 0.265
H 2.678 0.645 -0.528
H 0.212 0.981 1.418
H -0.684 2.253 0.792
H -1.565 1.130 1.376
```

Properties
Net charge ... 0
Gap between HOMO and LUMO (alpha / beta) ... 0.1448 / 0.4280 Eh
Spin multiplicity ... 2
LUMO level (alpha / beta) ... 0.65 / 0.41 eV